(1)
C28H50FeN7SSi4Te as an isolated structure, computed with the ωB97M-V functional and the def2-TZVPD basis.

Values from the calculation:
Strongest force on any atom: 0.84 eV/Å
Calculated total energy: -4568.09216 a.u.
HOMO energy (alpha / beta): -8.563 / -8.564 eV
Frontier orbital gap (alpha / beta): 6.332 / 6.333 eV

The geometry in ORCA input format:
```
! RIJCOSX wB97M-V def2-TZVPD def2/J DEFGRID3
* xyz 1 1
Fe 0.1191 0.2976 0.3568
C -0.4614 3.0322 -0.0077
N -1.1487 1.8958 0.6322
C -2.4887 1.6252 0.0749
C -2.4487 0.6878 -1.0915
C -3.5207 0.5239 -1.9596
C -3.4052 -0.3970 -2.9809
C -2.2178 -1.1063 -3.1149
C -1.2060 -0.8839 -2.2032
N -1.3216 -0.0110 -1.1928
C -1.3092 2.0459 2.0930
C -1.5724 0.6638 2.6384
C -2.3802 0.4123 3.7344
C -2.4668 -0.8790 4.2261
C -1.6964 -1.8655 3.6299
C -0.9204 -1.5353 2.5344
N -0.8934 -0.3099 2.0025
C 0.2627 2.6112 -1.2556
C 0.3485 3.3893 -2.3930
C 1.1683 2.9717 -3.4311
C 1.8865 1.7994 -3.2857
C 1.7305 1.0611 -2.1238
N 0.9183 1.4409 -1.1363
H 0.3250 3.3313 0.6955
H -1.1257 3.8857 -0.1749
H -3.0069 2.5624 -0.1531
H -3.0801 1.1276 0.8472
H -4.4157 1.1174 -1.8322
H -4.2185 -0.5507 -3.6772
H -2.0723 -1.8139 -3.9190
H -0.2591 -1.4010 -2.2735
H -2.1045 2.7515 2.3542
H -0.3605 2.4007 2.5073
H -2.9264 1.2278 4.1893
H -3.0890 -1.1024 5.0818
H -1.6786 -2.8762 4.0128
H -0.3014 -2.2712 2.0532
H -0.2064 4.3156 -2.4530
H 1.2552 3.5639 -4.3319
H 2.5570 1.4481 -4.0566
H 2.2770 0.1411 -1.9749
N -1.2426 -3.1574 -0.1140
N -0.0841 -3.8172 0.3002
C 1.1299 -3.2312 0.1696
N 2.1760 -4.0446 0.3733
S 1.4616 -1.6274 -0.2444
H -1.9914 -3.3680 0.5331
H -1.5012 -3.4450 -1.0514
H -0.1024 -4.8290 0.3185
H 2.0697 -4.9866 0.7124
H 3.0881 -3.6225 0.4214
C 0.4189 0.0668 6.2273
Si 1.4409 1.5960 5.8243
C 2.4476 2.0187 7.3590
C 0.2794 3.0470 5.4715
Si 2.9025 1.1705 4.0397
Te 2.1811 1.3348 1.6464
Si 3.7063 -1.0233 4.2141
C 4.2474 -1.4440 5.9716
C 5.1534 -1.2563 3.0326
C 2.3154 -2.1934 3.6791
Si 4.5982 2.8040 4.0693
C 3.7845 4.5005 4.1822
C 5.6327 2.7104 2.5025
C 5.7215 2.5210 5.5572
H -0.3358 0.2911 6.9859
H 1.0497 -0.7370 6.6110
H -0.0854 -0.3046 5.3374
H 1.7881 2.0926 8.2272
H 2.9593 2.9766 7.2508
H 3.2030 1.2617 7.5760
H -0.1375 3.4187 6.4110
H -0.5582 2.7378 4.8418
H 0.7882 3.8741 4.9752
H 4.9914 -0.7313 6.3323
H 4.6921 -2.4406 6.0225
H 3.4058 -1.4218 6.6666
H 6.0177 -0.6668 3.3430
H 4.8767 -0.9403 2.0250
H 5.4627 -2.3043 2.9966
H 1.4342 -2.0920 4.3155
H 2.6517 -3.2334 3.7209
H 2.0292 -1.9508 2.6517
H 3.0599 4.6304 3.3762
H 4.5355 5.2889 4.0937
H 3.2664 4.6399 5.1327
H 5.0235 2.9039 1.6195
H 6.0875 1.7265 2.3784
H 6.4340 3.4524 2.5421
H 5.1726 2.5033 6.4986
H 6.4669 3.3178 5.6213
H 6.2595 1.5754 5.4662
*
```

(2)
A 4-piece molecular cluster, C2H14NO3S2 overall in a non-equilibrium geometry, computed with the ωB97M-V functional and the def2-TZVPD basis.

Values from the calculation:
Strongest force on any atom: 7.31 eV/Å
Energy relative to the best compared isomer or geometry (same formula, charge and spin): 185.0 kJ/mol
Calculated total energy: -1161.15814 a.u.
HOMO energy: -12.370 eV
Frontier orbital gap: 9.493 eV

The geometry in ORCA input format:
```
! RIJCOSX wB97M-V def2-TZVPD def2/J DEFGRID3
* xyz 1 1
N 1.4465 -0.5181 -0.1081
C 1.3168 0.9094 -0.3692
C 2.3887 1.6646 0.2526
S 3.0050 1.0654 1.9007
S 1.9731 1.3271 3.5435
H 0.7140 -1.0775 -0.5760
H 1.2499 -0.8108 0.8936
H 2.4246 -0.8518 -0.3814
H 0.2952 1.1602 0.1217
H 1.1492 1.0989 -1.3597
H 3.1963 1.5978 -0.4706
H 2.2943 2.7683 0.2054
H 1.9026 2.5134 4.0190
H -2.7316 -2.4115 0.0814
H -3.0333 -0.9345 -0.2855
O -2.3158 -1.5730 -0.2501
H -4.9273 -0.0205 -0.9921
H -5.0211 0.4227 0.3763
O -4.4844 0.2497 -0.2932
H -0.7385 -1.6469 -1.8065
H -0.0576 -2.6583 -2.6781
O -0.0467 -2.2748 -1.8238
*
```

(3)
A 2-piece molecular cluster, C4H12 overall in a non-equilibrium geometry, computed with the ωB97M-V functional and the def2-TZVPD basis.

Values from the calculation:
Strongest force on any atom: 4.66 eV/Å
Energy relative to the best compared isomer or geometry (same formula, charge and spin): 129.7 kJ/mol
Calculated total energy: -159.48076 a.u.
HOMO energy (alpha / beta): 1.519 / -7.538 eV
Expectation value of S²: 0.7503
Frontier orbital gap (alpha / beta): 2.804 / 11.964 eV

The geometry in ORCA input format:
```
! RIJCOSX wB97M-V def2-TZVPD def2/J DEFGRID3
* xyz -1 2
C 2.1687 -0.6292 -0.1957
C 1.9309 0.1192 -1.5255
H 1.3022 -0.9563 0.2936
H 2.8178 -1.3940 -0.0878
H 2.5473 0.1270 0.5602
H 2.8573 0.2352 -1.9881
H 1.3374 1.0924 -1.4033
H 1.4372 -0.5428 -2.3476
C -2.3133 0.1483 1.4797
C -1.7754 0.3045 0.1119
H -1.8507 -0.7627 2.0690
H -2.2517 1.1154 2.0093
H -3.4278 -0.1248 1.5461
H -1.2301 1.3536 0.1089
H -2.6121 0.3274 -0.6495
H -0.9377 -0.4132 0.0189
*
```

(4)
A 5-piece molecular cluster, C31H75N6O11 overall, computed with the ωB97M-V functional and the def2-TZVPD basis.

Values from the calculation:
Strongest force on any atom: 0.37 eV/Å
Calculated total energy: -2382.11767 a.u.
HOMO energy: -1.886 eV
Frontier orbital gap: 3.656 eV

The geometry in ORCA input format:
```
! RIJCOSX wB97M-V def2-TZVPD def2/J DEFGRID3
* xyz -1 1
N 3.2565 -1.8107 -2.3382
C 4.1206 -1.5127 -1.1939
C 4.1390 -2.5729 -0.0999
O 2.8466 -2.6219 0.5541
C 4.4590 -3.9733 -0.6528
N 5.4060 -3.9750 -1.7225
C 6.5449 -4.7892 -1.4626
C 7.6020 -4.1422 -0.5164
C 7.8343 -2.6733 -0.8573
C 8.1489 -2.3945 -2.2986
O 8.6086 -3.1452 -3.1212
O 7.9283 -1.0762 -2.6072
H 3.5419 -2.7292 -2.6788
H 2.2948 -1.8948 -2.0216
H 5.1359 -1.3806 -1.5781
H 3.7937 -0.5695 -0.7406
H 4.8785 -2.2795 0.6666
H 2.5938 -1.7060 0.7196
H 3.4560 -4.3692 -0.9515
H 4.7611 -4.6043 0.2120
H 7.0496 -5.0155 -2.4135
H 6.3117 -5.7830 -0.9990
H 7.2008 -4.1624 0.5091
H 8.5483 -4.7048 -0.5031
H 8.6726 -2.2460 -0.2805
H 6.9494 -2.0873 -0.6036
H 7.9292 -1.0293 -3.5743
C -2.5789 3.0206 -0.8608
O -1.9545 2.3161 -1.9083
C -1.2966 3.1294 -2.8715
C 0.2003 2.9225 -2.8177
N 0.7484 3.4334 -1.5733
C 2.1597 3.1342 -1.3574
C 2.5714 1.6718 -1.2518
O 2.0950 1.0212 -0.0882
C 0.7961 0.4789 -0.1836
H -3.1367 2.2939 -0.2729
H -1.8604 3.5293 -0.2072
H -3.2855 3.7673 -1.2404
H -1.5391 4.1835 -2.6986
H -1.6654 2.8462 -3.8610
H 0.6578 3.4646 -3.6524
H 0.3979 1.8541 -2.9811
H 0.2095 3.0641 -0.7997
H 2.4718 3.6389 -0.4397
H 2.7298 3.5842 -2.1782
H 3.6613 1.6397 -1.1926
H 2.2935 1.0915 -2.1391
H 0.5765 0.1459 -1.2026
H 0.0174 1.1871 0.1233
H 0.7434 -0.3838 0.4819
C 10.4502 5.7296 -0.5591
O 11.4489 5.2193 -1.4135
C 12.2378 4.1787 -0.8482
C 11.9742 2.8551 -1.5303
N 10.6335 2.3828 -1.2478
C 10.2367 1.1607 -1.9403
C 10.2030 1.1865 -3.4611
O 9.1873 2.0090 -4.0096
C 9.5191 3.3686 -4.1664
H 10.0065 6.5872 -1.0622
H 9.6638 4.9973 -0.3463
H 10.8724 6.0602 0.3966
H 12.0283 4.0930 0.2232
H 13.2898 4.4492 -0.9749
H 12.6918 2.1227 -1.1439
H 12.1882 2.9796 -2.6025
H 9.9682 3.1168 -1.4543
H 9.2445 0.8754 -1.5888
H 10.9193 0.3590 -1.6376
H 9.9870 0.1717 -3.7992
H 11.1742 1.4716 -3.8879
H 10.5786 3.4966 -4.4151
H 9.3080 3.9647 -3.2721
H 8.9171 3.7608 -4.9864
C -7.5166 0.2631 5.3154
O -6.1293 0.2082 5.0731
C -5.6325 -1.0830 4.7400
C -5.1398 -1.1233 3.3110
N -6.2477 -0.9880 2.3794
C -5.8691 -0.8678 0.9785
C -5.0510 0.3475 0.5613
O -5.7560 1.5735 0.6513
C -5.7129 2.2111 1.9114
H -7.7363 1.2602 5.6936
H -8.1093 0.0926 4.4089
H -7.8238 -0.4757 6.0632
H -6.4142 -1.8350 4.8899
H -4.8012 -1.3088 5.4126
H -4.6531 -2.0889 3.1394
H -4.3700 -0.3477 3.1956
H -6.8104 -0.1889 2.6448
H -6.7845 -0.8674 0.3796
H -5.3073 -1.7656 0.6985
H -4.7871 0.2266 -0.4921
H -4.1114 0.4196 1.1239
H -4.7548 2.0388 2.4129
H -6.5112 1.8788 2.5823
H -5.8326 3.2807 1.7399
C -14.2515 -1.6425 2.4932
O -13.6052 -2.3973 1.4934
C -12.9331 -1.6238 0.5067
C -11.4357 -1.8153 0.5919
N -10.9100 -1.2549 1.8233
C -9.4909 -1.4953 2.0552
C -9.0167 -2.9316 2.2117
O -9.5000 -3.5657 3.3847
C -10.7482 -4.2110 3.2606
H -14.8195 -2.3415 3.1049
H -13.5458 -1.1022 3.1346
H -14.9423 -0.9114 2.0593
H -13.1826 -0.5648 0.6292
H -13.2837 -1.9504 -0.4759
H -10.9733 -1.2980 -0.2555
H -11.2250 -2.8878 0.4701
H -11.4442 -1.6122 2.6056
H -9.2119 -0.9598 2.9661
H -8.9285 -1.0372 1.2334
H -7.9287 -2.8962 2.3041
H -9.2665 -3.5424 1.3351
H -10.8784 -4.6392 2.2610
H -11.5949 -3.5442 3.4544
H -10.7744 -5.0180 3.9927
*
```